{"formula": "C39H75Cl35O4", "method": "wB97M-V/def2-TZVPD", "species": ["H", "C", "C", "Cl", "H", "H", "O", "H", "Cl", "Cl", "Cl", "H", "C", "C", "H", "H", "H", "Cl", "C", "C", "C", "Cl", "H", "C", "Cl", "H", "Cl", "H", "H", "H", "H", "H", "H", "C", "H", "C", "Cl", "H", "O", "H", "H", "H", "Cl", "H", "C", "C", "O", "H", "C", "H", "Cl", "H", "H", "H", "C", "C", "Cl", "H", "H", "Cl", "Cl", "H", "Cl", "C", "H", "H", "Cl", "H", "H", "Cl", "Cl", "H", "H", "H", "H", "C", "C", "C", "Cl", "C", "C", "H", "H", "H", "H", "C", "H", "H", "H", "H", "H", "Cl", "H", "H", "Cl", "C", "H", "Cl", "Cl", "H", "H", "C", "C", "H", "Cl", "H", "C", "H", "H", "Cl", "H", "C", "Cl", "H", "H", "Cl", "C", "C", "H", "Cl", "Cl", "H", "H", "H", "C", "H", "H", "Cl", "C", "C", "C", "C", "C", "O", "H", "Cl", "H", "H", "H", "Cl", "Cl", "H", "H", "C", "Cl", "C", "C", "H", "Cl", "C", "H", "H", "H"], "xyz": [[6.1803, 1.4265, 4.2192], [-1.6627, -0.0856, -10.2253], [-7.2769, 5.8318, 1.6833], [8.3201, -5.0004, -0.9393], [-1.6799, -2.3626, 0.7258], [4.3126, -1.4516, -0.3226], [4.1596, -0.0322, 1.5150], [-2.6156, -0.4454, -9.8582], [-6.8728, -3.5586, -3.6991], [9.5620, 0.6768, -5.0846], [-4.4080, 0.2160, -7.8111], [4.2872, 0.2830, 5.4529], [-1.4557, 2.5380, 5.2025], [1.5323, 2.4283, -0.9186], [1.1629, 3.4331, -0.7324], [2.8758, 4.2343, -1.9620], [3.2492, 3.5593, -3.5614], [-1.6009, -7.7044, -3.9857], [4.1968, 0.5433, 4.4015], [2.3993, 6.6783, 1.4503], [2.7271, 0.9144, 4.1493], [0.6831, 6.6388, 1.8756], [-3.0327, 2.3815, 3.8111], [0.8394, 0.6413, 0.8633], [0.3522, -9.5981, -1.9137], [-3.7427, -0.3249, 1.0164], [-2.3252, 1.0283, -4.2898], [8.9636, -3.9292, -2.9295], [-6.4598, -1.4851, 2.5242], [-6.7104, -5.6396, -4.7732], [-2.1875, -1.7753, -0.8530], [-7.1891, -4.3416, -5.8920], [1.6129, -0.5208, 3.0159], [-7.3017, -1.0538, 1.9942], [-0.9656, -7.7861, -1.2198], [4.7022, -2.3891, -0.7044], [-1.6278, -0.2831, -11.9812], [-2.4475, 3.8853, -7.0088], [-1.3763, -0.3457, 0.4176], [-0.8506, -0.6599, -9.7968], [-0.8877, 4.3588, 3.0425], [7.8924, 1.9968, -0.1467], [-6.4421, 7.2791, 2.2609], [0.2020, 3.8920, 4.7242], [0.4574, 1.4524, -0.3856], [-1.9137, 4.0555, 3.2211], [-0.0569, 1.2145, 3.1783], [2.1385, 0.4418, 4.9305], [-2.2997, -0.6348, -3.6855], [4.5108, -0.3120, 3.8208], [4.2980, -2.5183, -2.4255], [-2.1374, 3.1367, 5.8062], [1.5411, 3.1896, 3.1580], [-8.2917, 6.1038, 1.4214], [1.7914, 2.3601, -2.4295], [1.3918, 2.7823, 2.1687], [-0.3468, -8.7684, 0.8205], [-1.3469, 2.1019, 1.7850], [-0.9696, -3.4792, 6.6577], [-1.4678, 1.6046, -9.7438], [-7.3738, 0.6863, 2.2881], [-6.5192, -0.4774, -7.0264], [-3.5621, -3.8904, 4.0020], [-1.9729, 2.6376, 3.7656], [-5.6995, -4.5891, 3.3244], [9.8932, -3.3546, -1.5245], [-5.1195, -0.7973, -5.1660], [0.4182, -1.4431, 0.4139], [-0.6164, 0.5848, 5.5392], [-0.7974, -1.0127, -2.8393], [0.0287, -1.6329, 7.7100], [-0.0298, 3.5699, 6.4333], [-8.2329, -1.4795, 2.3470], [0.2418, -6.2563, 1.7930], [-2.4117, 4.0674, 2.2542], [-3.5888, -1.3514, 0.6973], [7.9968, 2.6486, 0.7123], [-1.3134, -2.7284, 7.3587], [2.8105, 5.4575, 0.2406], [2.9761, 0.1682, 1.6305], [-0.0556, 3.1248, 5.4422], [5.7802, -2.4267, -0.6091], [-0.5370, -5.3067, 3.0799], [-1.9811, 0.7742, 2.7017], [0.7557, 2.5881, -4.2730], [2.4732, 3.7066, -2.8174], [-1.6291, -3.1920, 8.2849], [-4.3071, -1.5534, -0.0843], [2.2769, 2.9486, 1.5756], [-0.1822, -0.8749, 1.9635], [-4.4033, -5.5557, 2.5781], [7.8421, -2.2322, -1.7542], [2.4877, 2.3599, -0.4115], [2.5216, 1.5875, -2.6572], [-4.8574, -4.4822, -5.6273], [2.1083, 0.4329, 2.8412], [0.3000, 1.1753, -3.4039], [4.0094, -3.7178, 0.2361], [-7.1495, -1.4180, 0.2708], [-2.4034, 4.7604, 3.8750], [2.9822, 6.4887, 2.3439], [-0.1258, -6.7426, -4.1301], [-0.0690, -0.6069, 0.9070], [5.0161, 2.3629, 5.1042], [-7.3390, 4.5557, 2.9077], [7.7715, -0.5226, -4.1478], [-4.7542, -5.0912, 3.4907], [-2.3946, -1.3003, -4.5338], [2.6321, 7.6557, 1.0464], [-0.2270, -5.2359, -3.2085], [2.6008, 1.9764, 4.3114], [-1.5286, 1.1190, 5.7727], [-4.9884, -6.3478, 4.7104], [-0.4629, 2.0040, -0.2349], [-2.4151, 0.5879, 5.4500], [4.8101, 2.7975, 2.8415], [8.9126, -3.6350, -1.8885], [-0.0612, -8.2529, -0.8472], [7.2187, 0.7580, -5.2543], [-2.0959, 4.7480, -4.8512], [-2.7020, -1.8954, 6.6480], [0.6845, 2.3337, 5.4369], [-5.9934, 1.0606, -6.3020], [7.1601, 2.5225, 1.3858], [1.0009, 1.3344, 2.2285], [-6.7501, 5.4509, 0.8165], [-0.3148, 2.7792, -2.8731], [9.4877, 2.2235, 1.5653], [7.9152, 0.5030, -4.4652], [5.1418, 1.7305, 4.2336], [-5.6856, 0.0650, -6.5975], [-2.1425, -1.5324, 0.2059], [-1.7648, 3.6522, -6.2003], [2.1619, 0.1222, 0.5476], [-3.7484, -1.9747, 1.5727], [-1.9915, -5.7455, 1.2793], [1.7183, 4.3476, -3.2638], [-1.9155, 2.6304, -5.8601], [-3.1276, -0.7752, -2.9999], [-0.1139, 3.8255, -6.8066], [0.3076, -3.9532, 1.3453], [0.2603, 0.7220, -1.1582], [0.7583, -7.5429, -0.8525], [0.5277, 2.2287, -3.2742], [8.0102, 4.3274, 0.1494], [-0.4127, -5.4212, 2.0095], [-6.5318, -4.6155, -5.0760], [0.0308, -6.5038, -5.1747], [7.6090, 1.5628, -3.0851], [-1.3456, 1.6521, 2.7734], [-1.5876, 1.2110, 6.8544], [0.7015, -7.3284, -3.7461], [0.5998, 3.3561, 1.6934]], "mulliken_charge": [0.427, -0.082, -0.264, -0.153, -0.236, -0.425, -0.648, 0.074, -0.105, -0.175, -0.087, 0.482, 0.517, -1.550, 0.364, 0.045, 0.384, -0.150, -1.074, -0.431, -1.172, -0.142, 0.470, 2.424, -0.167, 0.344, -0.171, 0.286, 0.087, 0.298, -0.105, 0.265, 0.606, -0.216, 0.220, 0.868, -0.169, 0.353, -0.082, 0.293, -0.014, -0.060, -0.153, 0.300, 0.289, -1.568, -0.165, 0.133, -0.578, 0.382, -0.183, 0.789, -0.105, 0.295, 0.737, -1.131, -0.190, -0.210, 0.166, -0.117, -0.110, 0.324, -0.036, -0.100, 0.235, 0.306, -0.028, 0.762, 0.022, -0.165, -0.144, 0.487, 0.348, 0.268, 0.434, -1.146, 0.809, -0.249, -0.068, -0.047, -1.168, -0.071, 0.234, 0.207, 0.361, -1.171, 0.348, 0.332, 0.054, 0.858, 0.156, -0.091, 0.710, 0.389, -0.130, 0.401, -0.102, -0.203, -0.118, 0.500, 0.265, -0.339, -2.851, 0.409, -0.137, 0.111, -0.199, 0.501, 0.371, -0.048, 0.462, -1.521, -0.180, 0.164, 0.328, -0.164, -0.336, -0.144, 0.318, -0.145, -0.118, 0.040, 0.295, -0.386, 1.021, 0.259, 0.466, -0.188, -0.155, -0.763, -0.468, 0.773, 0.298, -0.372, 0.152, -0.172, 0.346, -0.244, 0.276, -0.187, 0.037, -0.654, 0.286, -1.085, -0.172, -0.326, -0.329, 0.325, -0.098, 0.077, 0.447, 0.230, 0.305], "e_tot_ev": -488134.608, "e_homo_ev": -9.34, "gap_ev": 9.48, "lumo_ev": 0.14}